{
  "formula": "C7H11NS",
  "method": "ωB97M-V with the def2-TZVPD basis set",
  "elements": ["C", "C", "S", "C", "C", "N", "C", "C", "C", "H", "H", "H", "H", "H", "H", "H", "H", "H", "H", "H"],
  "coordinates": [[-0.3290, 2.5353, -0.5204], [0.1806, 1.4384, -0.0748], [1.9477, 1.2632, -0.2362], [1.7498, -0.5629, 0.1655], [2.9742, -1.3773, 0.1721], [0.5312, -0.9461, 0.2729], [-0.5141, 0.0091, 0.1345], [-1.0687, 0.1527, 1.4826], [-1.3705, -0.3238, -1.0035], [0.3745, 3.3339, -0.7429], [-1.4454, 2.7058, -0.5070], [3.8501, -0.8152, -0.0752], [2.9514, -2.3574, -0.4385], [3.0258, -1.7101, 1.1913], [-2.0250, 0.8152, 1.3751], [-0.2779, 0.5264, 2.0230], [-1.4731, -0.7607, 1.9604], [-1.2995, 0.4030, -1.7891], [-2.4790, -0.2263, -0.8069], [-1.1344, -1.2975, -1.3572]],
  "smiles": "C=C1SC(C)=NC1(C)C",
  "spin_multiplicity": 1,
  "fmax_ha_per_bohr": 0.10118,
  "total_charge": 0,
  "de_lowest_kj_mol": 157.70,
  "energy_ev": -19760.976,
  "homo_energy_ev": -8.39,
  "homo_lumo_gap_ev": 9.2223,
  "lumo_energy_ha": 0.0307
}